110
Properties=species:S:1:pos:R:3:mulliken_spin:R:1 method="wB97M-V/def2-TZVPD" s2=6.3919 molar_mass_g_mol=897.9 lumo_ev="1.79 / 1.79" e_homo_ev="-0.9546 / -2.5522" spin_multiplicity=5 charge=-1
Cr 0.040 -1.113 -1.154 2.953
P 0.591 1.985 0.979 0.017
P 1.448 -0.556 2.313 -0.033
O 0.532 1.158 -0.249 0.029
O 1.294 -1.255 1.017 -0.017
N -1.188 -2.409 -0.148 0.012
N -0.193 -2.550 -2.496 -0.076
N 1.798 -1.036 -2.078 0.024
N -0.417 1.103 -3.121 0.062
C -0.934 0.199 -2.410 -0.413
C -2.064 -0.436 -1.890 -0.231
C 4.920 0.752 4.024 0.000
C -3.298 -5.165 -1.434 0.082
C -2.948 -5.074 -2.771 -0.003
C -1.941 -4.226 -3.212 0.041
C -0.659 3.288 1.016 -0.001
C 0.336 0.925 2.463 0.018
C 1.808 -3.206 -5.594 -0.039
C -2.686 -4.316 -0.494 -0.075
C -1.265 -3.390 -2.305 0.147
C -3.889 1.251 -2.025 -0.010
C 1.241 -2.965 3.579 0.009
C -5.620 2.055 -3.527 0.003
C -3.707 3.419 -3.096 0.012
C 2.243 3.784 2.296 0.000
C -2.304 -3.433 1.727 -0.079
C 5.466 -0.482 2.037 -0.010
C -1.358 3.698 2.148 0.001
C -1.730 -3.376 -0.954 0.055
C 1.036 -1.593 3.730 -0.002
C 0.619 -1.937 6.078 0.004
C 0.730 -1.086 4.992 0.001
C -2.255 4.750 2.062 0.000
C 0.716 -3.275 -4.732 0.069
C 2.103 2.932 1.197 -0.001
C 1.857 -1.752 -3.240 0.020
C 4.059 -0.319 -2.445 -0.152
C 1.131 -3.811 4.666 0.001
C 3.159 -0.087 2.618 -0.008
C 5.872 0.234 3.155 0.000
C -5.110 1.081 -2.677 -0.007
C -1.723 5.034 -0.263 -0.003
C -3.208 2.450 -2.243 0.008
C -3.270 0.167 -1.144 -0.045
C 4.119 -0.658 1.782 0.004
C 3.347 4.606 2.404 0.000
C 2.939 -2.474 -5.287 0.112
C -2.865 0.753 0.210 0.014
C -0.827 3.984 -0.183 -0.005
C 4.326 4.592 1.419 0.000
C -4.249 -0.980 -0.873 -0.020
C 2.895 -0.346 -1.703 0.214
C 4.165 3.785 0.300 -0.001
C 3.573 0.587 3.768 0.000
C 0.716 -2.561 -3.523 0.078
C 0.827 -3.300 5.922 0.000
C 3.047 2.979 0.176 -0.032
C 4.126 -1.004 -3.653 0.316
C -4.917 3.227 -3.751 -0.002
C -1.468 -2.481 1.175 0.216
C -2.452 5.412 0.859 0.000
C 2.994 -1.739 -4.086 -0.063
C -2.970 -4.332 0.900 0.399
H -0.694 0.567 2.426 0.010
H 1.467 3.818 3.054 0.000
H 3.445 5.270 3.254 0.000
H 6.927 0.374 3.355 0.000
H -2.361 -1.304 -2.469 0.075
H -2.813 5.048 2.941 0.000
H 0.748 -3.963 6.774 0.000
H 5.237 1.289 4.910 0.000
H -1.017 -1.731 1.811 0.055
H -3.714 1.246 0.696 0.003
H 0.561 -0.024 5.127 0.000
H 2.810 0.191 -0.770 0.090
H 6.204 -0.909 1.370 -0.001
H -4.053 -5.870 -1.105 -0.003
H 3.793 -2.455 -5.955 -0.001
H -3.693 -5.034 1.298 0.038
H -6.573 1.890 -4.015 0.000
H -3.172 6.217 0.796 0.000
H 3.784 -1.232 0.925 0.012
H -1.228 3.181 3.092 0.001
H 1.471 -3.345 2.590 0.002
H -3.467 -5.689 -3.499 0.003
H 4.911 3.795 -0.484 0.000
H -2.063 1.477 0.098 -0.014
H -2.456 -3.438 2.801 -0.004
H -1.861 5.560 -1.198 0.000
H -2.517 -0.060 0.850 0.051
H 0.371 -1.536 7.053 0.000
H 4.913 0.236 -2.072 -0.003
H 5.204 5.219 1.516 0.000
H 5.024 -0.992 -4.259 0.028
H -5.152 -0.615 -0.374 0.001
H -3.150 4.335 -3.261 0.000
H -2.268 2.624 -1.742 -0.009
H -5.683 0.176 -2.528 -0.002
H 1.287 -4.875 4.543 -0.001
H 2.893 2.368 -0.707 0.020
H -3.769 -1.708 -0.219 0.011
H -0.260 3.667 -1.053 0.004
H 1.770 -3.758 -6.526 -0.003
H -4.529 -1.503 -1.789 0.000
H -0.114 -3.894 -5.023 0.029
H -1.728 -4.195 -4.267 0.044
H -5.304 3.983 -4.424 0.000
H -1.086 1.678 -3.647 -0.028
H 2.839 0.982 4.461 0.000
H 0.509 1.467 3.394 0.000


111
Properties=species:S:1:pos:R:3:mulliken_charge:R:1 method="wB97M-V/def2-TZVPD" molar_mass_g_mol=981.3 lumo_ev=-3.33 e_homo_ev=-9.4950 charge=+1
Pd -0.050 0.073 0.654 -1.368
P -1.763 -1.478 0.563 2.529
P 1.978 1.251 1.090 2.759
P 0.194 -0.244 -1.565 2.603
O -1.096 2.266 1.632 0.349
N -1.741 -2.110 -2.109 0.973
N -1.446 3.563 3.445 -0.410
N -2.910 3.902 -1.096 -0.757
N -0.066 0.127 2.881 0.510
N -3.294 6.276 2.685 -0.600
C 1.588 3.432 -3.890 -0.806
C -5.015 0.918 0.156 -0.707
C -3.422 -4.452 -5.173 -0.555
C 1.759 -2.465 -0.955 -0.275
C -3.521 -3.069 -5.213 -0.744
C -2.545 -2.312 3.101 -0.537
C 1.774 3.041 1.240 0.692
C -5.809 -1.355 0.263 -0.869
C 1.434 -0.494 4.711 -0.496
C -2.441 4.224 1.399 0.297
C 3.577 0.608 3.331 -0.463
C -2.979 -2.288 -4.204 -0.382
C -1.641 3.303 2.120 0.683
C -1.315 -3.886 4.444 -0.650
C 0.879 5.088 0.347 -0.372
C 2.097 5.113 2.421 -0.699
C 2.812 -3.854 -2.604 -0.877
C -2.378 -3.008 4.292 -0.774
C -3.457 -0.892 0.440 0.361
C 1.069 3.720 0.250 -0.273
C 4.187 2.084 -0.403 -0.868
C -2.936 5.372 2.062 -0.607
C 2.520 -3.579 -1.276 -0.943
C 1.390 5.784 1.435 -0.751
C 2.101 1.340 -2.820 -0.693
C -0.412 -4.069 3.404 -0.801
C -1.615 -2.698 -0.798 -2.738
C 2.516 2.475 -3.498 -0.760
C 2.707 -0.515 5.262 -0.795
C 3.779 0.045 4.582 -0.909
C 1.290 -1.623 -1.957 0.903
C 0.241 3.253 -3.611 -0.610
C -6.058 0.007 0.134 -0.689
C -2.765 -5.048 -4.108 -0.796
C 4.073 -0.270 0.097 -0.543
C 3.535 1.013 0.200 0.755
C -2.700 4.040 0.031 -0.069
C -1.383 -0.741 -2.379 -2.470
C -4.512 -1.809 0.412 -0.758
C -3.708 0.470 0.313 -0.227
C -0.182 2.120 -2.934 -0.617
C -2.307 -2.886 -3.136 0.584
C 5.878 0.587 -1.234 -0.750
C 5.237 -0.483 -0.620 -0.811
C 5.358 1.868 -1.117 -0.629
C 2.344 -3.018 -3.611 -0.852
C 1.582 -1.907 -3.291 -1.067
C 1.231 0.086 3.467 -0.091
C -0.569 -3.372 2.217 -0.521
C -1.642 -2.495 2.055 0.392
C 0.747 1.165 -2.535 1.307
C 2.309 0.618 2.759 -0.391
C -2.204 -4.279 -3.100 -0.310
C 2.291 3.741 2.327 -0.851
H 1.918 4.318 -4.416 0.421
H -1.666 -4.768 -2.299 0.391
H -1.191 -4.431 5.370 0.436
H 0.310 5.604 -0.416 0.508
H 3.780 3.083 -0.324 0.508
H 4.770 0.027 5.015 0.462
H 2.884 -4.231 -0.493 0.501
H -1.231 2.023 -2.698 0.143
H -5.203 1.975 0.044 0.514
H 3.588 -1.101 0.593 0.536
H 2.494 5.654 3.270 0.440
H 2.828 0.595 -2.519 0.373
H -2.890 1.179 0.341 -0.110
H 5.865 2.704 -1.581 0.520
H 2.859 -0.971 6.231 0.438
H -2.425 -3.417 -0.645 1.213
H 2.835 3.223 3.108 0.378
H 2.569 -3.235 -4.646 0.517
H 4.416 1.015 2.779 0.566
H 0.595 -0.923 5.247 0.514
H -0.670 3.110 3.895 0.172
H 0.417 -4.754 3.520 0.475
H -0.759 -0.389 3.410 0.002
H -3.087 -2.866 5.097 0.451
H -2.152 -0.002 -2.116 0.700
H -0.672 -3.242 -0.658 0.792
H -0.427 1.089 2.677 0.453
H -3.854 -5.056 -5.959 0.403
H 6.789 0.422 -1.793 0.417
H -1.748 4.446 3.823 0.216
H -6.628 -2.062 0.243 0.450
H 1.526 -2.239 0.080 0.290
H 5.649 -1.481 -0.697 0.471
H 3.566 2.612 -3.721 0.480
H -7.075 0.357 0.012 0.430
H -4.324 -2.872 0.513 0.371
H -3.381 -1.634 2.986 0.511
H -3.113 -1.215 -4.240 0.433
H 0.154 -3.513 1.421 0.289
H -2.672 -6.125 -4.062 0.398
H -1.193 -0.644 -3.449 1.190
H 1.219 -1.259 -4.081 0.466
H 3.405 -4.723 -2.858 0.461
H -4.042 -2.586 -6.029 0.409
H 0.637 3.180 -0.580 -0.080
H 1.227 6.851 1.518 0.409
H -0.490 3.995 -3.902 0.506


112
Properties=species:S:1:pos:R:3:mulliken_spin:R:1 method="wB97M-V/def2-TZVPD" s2=8.7571 molar_mass_g_mol=1096.6 lumo_ev="-2.48 / -3.05" e_homo_ev="-10.4058 / -10.5267" spin_multiplicity=6 charge=+1
As -2.087 -0.274 1.014 0.006
As 5.454 -0.794 -2.162 0.003
As -3.494 2.572 -0.073 -0.010
Mn -1.075 1.376 -0.771 4.612
P 0.934 0.037 -1.214 0.058
F -2.799 1.574 -5.724 0.000
F -3.738 0.048 -4.503 0.001
F -1.580 0.144 -4.637 0.000
O -1.599 1.818 -2.678 0.087
O -3.700 2.495 -3.139 0.013
C 1.982 0.653 2.632 0.020
C 6.050 0.408 -0.740 0.001
C -2.914 -1.521 -0.220 0.021
C -0.636 -3.662 -3.646 0.003
C -3.951 -2.314 0.054 -0.003
C -1.491 -1.431 2.470 0.035
C 6.815 -3.825 0.502 0.000
C -3.616 0.507 1.987 -0.008
C 5.282 -3.664 -1.796 0.001
C -7.111 4.445 -1.064 0.000
C 1.517 0.755 1.333 0.076
C 1.335 -0.381 0.536 -0.207
C -2.214 -1.557 -1.551 -0.012
C -2.427 3.529 1.268 -0.026
C -1.345 -3.403 -2.361 -0.003
C -3.926 -3.402 -2.128 0.000
C 0.325 -1.433 -2.095 -0.046
C 6.208 -4.965 -0.002 0.000
C -5.530 6.206 -0.650 0.000
C -4.520 1.363 1.116 -0.007
C -1.061 3.656 1.030 0.215
C 5.923 1.382 1.463 0.000
C 7.783 1.902 0.037 0.000
C 2.088 -1.734 2.379 0.001
C -1.144 -0.816 3.670 0.002
C 1.620 -1.631 1.075 0.017
C -2.137 4.765 3.317 0.002
C -4.858 3.909 -0.421 0.011
C -0.700 -2.960 4.654 0.001
C -6.135 3.500 -0.789 0.003
C -0.773 4.870 3.070 0.001
C -0.802 -2.227 -1.487 0.042
C -4.491 -3.251 -0.932 0.001
C 7.124 2.044 1.249 0.000
C -0.760 -1.578 4.762 -0.001
C 3.542 -0.950 -1.633 -0.003
C -1.025 -3.577 3.455 0.000
C 2.677 0.284 -1.827 0.040
C -2.692 1.852 -3.344 0.024
C 7.244 1.093 -0.953 -0.001
C -2.696 0.897 -4.582 0.007
C 2.272 -0.602 3.155 0.004
C -2.704 -2.647 -2.537 0.009
C -4.552 5.263 -0.371 0.003
C 0.743 -1.676 -3.345 0.016
C -2.960 4.100 2.421 -0.001
C 0.280 -2.820 -4.122 -0.001
C 5.447 -4.885 -1.160 0.000
C -1.422 -2.815 2.365 -0.002
C -6.811 5.797 -0.990 0.002
C 5.390 0.567 0.476 0.000
C -0.229 4.319 1.921 0.051
C 5.857 -2.505 -1.276 0.000
C 6.642 -2.601 -0.133 0.001
H -0.405 -3.559 5.506 0.000
H 2.638 0.604 -2.870 -0.001
H -4.026 4.041 2.603 0.000
H -1.688 -3.304 1.436 0.001
H 4.986 -5.774 -1.571 0.000
H -5.207 1.952 1.724 0.000
H -4.168 -0.301 2.468 0.002
H 0.830 4.421 1.718 0.001
H -5.115 0.729 0.455 -0.001
H -0.936 -4.537 -4.210 0.000
H 5.401 1.492 2.406 0.000
H -0.508 -1.096 5.698 0.000
H 0.738 -2.981 -5.089 0.000
H 7.755 0.988 -1.904 0.000
H 4.707 -3.619 -2.716 0.000
H -6.364 2.445 -0.875 0.001
H -4.409 -2.287 1.037 0.000
H 3.157 -1.794 -2.197 -0.001
H -0.539 -2.515 -0.464 0.004
H 1.506 -2.530 0.481 0.000
H 7.544 2.669 2.026 0.000
H 3.074 1.121 -1.248 0.008
H 2.126 1.544 3.230 0.000
H -5.290 7.260 -0.604 0.000
H -3.549 5.584 -0.115 0.000
H -5.369 -3.819 -0.655 0.000
H 2.319 -2.709 2.787 0.000
H -0.981 -4.654 3.367 0.000
H 3.558 -1.243 -0.588 0.000
H 8.716 2.421 -0.137 0.000
H -3.171 1.114 2.779 0.000
H 1.342 1.737 0.898 0.003
H 7.121 -1.718 0.271 0.000
H -1.168 0.266 3.748 -0.002
H -0.135 5.400 3.765 0.000
H -4.334 -4.108 -2.842 0.000
H 1.498 -1.050 -3.806 0.000
H -2.814 -2.270 -3.554 0.000
H -1.475 -4.324 -1.790 0.000
H -0.632 3.304 0.078 -0.084
H 6.340 -5.917 0.496 0.000
H 2.637 -0.692 4.170 0.000
H -2.558 5.213 4.208 0.000
H -2.186 -0.549 -1.986 0.013
H -7.574 6.533 -1.208 0.000
H 4.458 0.046 0.671 0.000
H -8.107 4.125 -1.343 0.000
H 7.425 -3.885 1.394 0.000


116
Properties=species:S:1:pos:R:3:mulliken_charge:R:1 method="wB97M-V/def2-TZVPD" molar_mass_g_mol=921.0 lumo_ev=0.27 e_homo_ev=-7.8753
F -12.266 16.273 -36.749 0.011
F -10.737 19.218 -40.134 -0.306
F -17.022 18.197 -31.862 -0.603
F -13.779 19.558 -28.630 -0.033
F -20.156 12.100 -29.641 -0.405
O -17.568 22.973 -32.920 -0.573
O -14.923 16.946 -36.514 -0.500
O -12.178 22.125 -32.634 -0.541
O -15.836 11.730 -35.053 -0.650
O -12.242 15.909 -29.129 -0.456
O -14.615 15.013 -28.180 -0.695
O -16.193 11.814 -32.384 -0.432
O -8.909 12.239 -31.554 -0.536
C -15.599 12.992 -28.936 -1.056
C -14.688 14.594 -37.073 -0.697
C -15.727 12.992 -35.620 0.134
C -9.621 14.464 -31.169 -0.501
C -11.417 13.656 -29.342 -0.287
C -13.520 22.427 -32.708 0.505
C -16.088 12.183 -29.983 -0.839
C -13.816 21.188 -26.919 -0.439
C -10.575 13.082 -36.801 -0.512
C -15.260 18.351 -33.419 -0.293
C -10.407 14.034 -34.617 0.108
C -13.403 20.909 -37.531 -0.755
C -15.160 13.764 -31.579 -1.461
C -15.805 12.565 -31.296 0.490
C -11.040 15.197 -35.039 -0.664
C -13.446 17.980 -31.279 0.029
C -19.025 14.169 -29.922 -0.379
C -10.263 12.945 -35.445 -0.810
C -16.204 22.865 -32.813 0.460
C -15.023 14.212 -29.253 0.690
C -15.900 21.673 -25.859 -0.264
C -12.806 21.723 -38.491 -0.590
C -15.686 18.222 -32.124 0.131
C -12.999 19.593 -37.375 0.544
C -15.401 23.531 -33.685 -0.568
C -11.360 15.010 -29.647 0.103
C -12.005 19.049 -38.180 -0.398
C -14.790 14.612 -30.551 0.766
C -10.557 12.699 -29.848 -0.758
C -18.734 14.942 -32.172 -0.537
C -11.244 14.199 -37.244 -0.603
C -15.846 20.248 -27.751 -0.079
C -9.632 13.131 -30.799 0.562
C -16.591 20.851 -26.757 -0.706
C -14.543 21.881 -25.940 -0.544
C -13.889 18.312 -33.643 -0.271
C -16.371 14.015 -34.947 -0.020
C -13.018 18.049 -32.593 -1.168
C -15.677 21.951 -31.892 -0.460
C -19.671 13.087 -30.456 0.392
C -14.827 18.134 -31.042 -0.408
C -11.970 21.114 -39.429 -0.508
C -19.560 13.913 -32.663 -0.620
C -14.453 20.285 -27.725 0.209
C -18.533 15.131 -30.803 -0.330
C -19.977 12.929 -31.777 -0.387
C -10.444 15.429 -30.604 -0.313
C -16.126 15.347 -35.281 -0.299
C -11.528 19.826 -39.225 0.327
C -14.322 21.697 -31.826 -0.243
C -11.486 15.238 -36.340 0.716
C -14.847 13.294 -36.645 -0.585
C -15.241 15.615 -36.326 0.158
C -14.021 23.328 -33.638 -0.707
H -14.117 16.747 -37.009 0.093
H -11.151 16.064 -34.401 0.352
H -11.683 14.242 -38.231 0.388
H -12.130 13.301 -28.604 0.411
H -14.116 14.738 -37.982 0.678
H -18.907 14.215 -28.847 0.454
H -13.494 23.791 -34.462 0.326
H -10.404 12.301 -37.531 0.378
H -11.654 22.800 -33.076 0.305
H -13.943 20.856 -31.263 0.592
H -17.582 20.488 -26.527 0.332
H -18.050 16.057 -30.528 0.428
H -11.975 17.989 -32.884 0.510
H -18.060 22.348 -32.387 0.296
H -13.153 15.557 -29.073 -0.121
H -14.128 21.317 -36.837 0.476
H -18.461 15.736 -32.856 0.511
H -12.753 21.388 -26.959 0.408
H -14.961 14.122 -32.580 0.699
H -13.497 19.019 -36.608 -0.052
H -15.348 18.073 -30.095 0.328
H -16.612 16.209 -34.847 0.426
H -16.442 10.946 -32.040 0.248
H -16.575 21.999 -25.073 0.320
H -15.839 12.649 -27.939 0.437
H -10.716 11.668 -29.561 0.326
H -10.407 16.480 -30.854 0.517
H -19.836 13.871 -33.706 0.449
H -16.322 19.686 -28.548 0.402
H -9.831 12.039 -35.045 0.457
H -13.242 22.674 -38.764 0.341
H -15.882 18.555 -34.280 0.782
H -16.677 11.327 -29.678 0.404
H -9.187 11.344 -31.343 0.284
H -11.837 21.676 -40.345 0.378
H -16.073 11.968 -34.139 0.366
H -15.196 14.834 -27.437 0.357
H -17.034 13.844 -34.106 0.482
H -15.854 24.174 -34.429 0.408
H -16.365 21.344 -31.312 0.194
H -14.102 22.551 -25.216 0.382
H -8.870 14.721 -31.909 0.582
H -12.834 17.902 -30.392 0.593
H -10.128 13.934 -33.575 0.280
H -14.417 15.601 -30.781 0.479
H -20.672 12.168 -32.105 0.481
H -11.671 18.022 -38.158 0.535
H -14.410 12.495 -37.231 0.437
H -13.518 18.526 -34.632 0.319


Computed E (Ha) in order:
-4182.721103 -3586.846130 -10736.057217 -3188.290119